Record 1
A structure of composition C40H43AsI2N6OS3Ti at a distorted geometry. Source: the OMol25 dataset; level of theory: ωB97M-V with the def2-TZVPD basis set.

Values from the calculation:
**Charge**: 0
**2S+1**: 3
**Energy relative to the best compared isomer or geometry (same formula, charge and spin)**: 1.112 eV
**DFT total energy**: -6829.1192 a.u.
**Frontier orbital gap (spin up / spin down)**: 5.4 / 7.5 eV
**Max |F|**: 3.725 eV/A
**⟨S²⟩**: 2.025

```
97
C40H43AsI2N6OS3Ti, DFT ωB97M-V with the def2-TZVPD basis set
Ti -0.946 1.155 -0.944
I -4.420 -1.013 -7.399
C -3.688 -0.223 -5.576
C -4.108 1.030 -5.163
C -3.625 1.501 -3.967
I -4.183 3.376 -3.193
C -2.761 0.770 -3.127
O -2.443 1.240 -1.968
C -2.321 -0.484 -3.608
C -1.424 -1.349 -2.759
N -0.372 -0.632 -2.035
C 0.727 -0.168 -2.886
C 0.472 1.250 -3.307
C 0.553 1.669 -4.612
C 0.319 3.009 -4.928
C 0.050 3.880 -3.866
C -0.016 3.397 -2.583
N 0.147 2.084 -2.269
C -2.800 -0.965 -4.814
H -4.782 1.625 -5.763
H -2.050 -1.843 -1.998
H -0.992 -2.137 -3.403
H 0.016 -1.279 -1.339
H 1.653 -0.191 -2.288
H 0.864 -0.815 -3.765
H 0.796 0.958 -5.391
H 0.359 3.352 -5.949
H -0.123 4.931 -4.050
H -0.222 4.066 -1.752
H -2.465 -1.934 -5.157
S -1.876 3.253 0.090
C -1.100 3.653 1.604
C -1.415 4.859 2.237
C -0.812 5.203 3.428
C 0.091 4.337 4.031
C 0.389 3.133 3.423
C -0.178 2.785 2.201
As 0.322 1.113 1.312
C 2.231 1.371 1.672
C 2.930 0.886 2.770
C 4.267 1.199 2.937
C 4.913 2.016 2.026
C 4.215 2.532 0.945
C 2.884 2.202 0.765
C -0.255 -0.061 2.763
C -1.444 0.217 3.433
C -1.941 -0.657 4.382
C -1.244 -1.814 4.692
C -0.067 -2.107 4.023
C 0.414 -1.245 3.053
H -2.136 5.511 1.767
H -1.044 6.149 3.896
H 0.560 4.599 4.968
H 1.081 2.447 3.903
H 2.420 0.273 3.505
H 4.802 0.806 3.789
H 5.959 2.250 2.154
H 4.708 3.190 0.244
H 2.319 2.599 -0.082
H -1.988 1.129 3.197
H -2.877 -0.442 4.879
H -1.623 -2.490 5.445
H 0.482 -3.010 4.265
H 1.328 -1.469 2.510
C 5.820 -2.537 -0.134
C 4.679 -3.085 -0.983
N 3.689 -3.754 -0.176
C 2.558 -3.183 0.273
S 2.117 -1.639 -0.176
N 1.731 -3.906 1.061
C 2.107 -5.095 1.795
C 3.026 -4.786 2.978
H 6.584 -2.108 -0.775
H 6.265 -3.331 0.464
H 5.458 -1.756 0.530
H 5.061 -3.803 -1.714
H 4.176 -2.274 -1.511
H 3.983 -4.626 0.231
H 0.925 -3.396 1.397
H 2.591 -5.805 1.118
H 1.190 -5.564 2.153
H 3.945 -4.305 2.651
H 3.281 -5.700 3.508
H 2.531 -4.113 3.672
C -4.961 -2.232 -0.651
N -4.736 -0.857 -0.314
C -5.663 0.155 -0.436
C -5.087 1.292 0.008
N -3.821 0.980 0.425
C -3.589 -0.326 0.177
S -2.157 -1.150 0.446
H -5.845 -2.594 -0.126
H -4.096 -2.815 -0.336
H -5.118 -2.346 -1.726
H -6.641 -0.021 -0.829
H -5.455 2.295 0.057
H -3.074 1.704 0.578
```


Record 2
A structure of composition C7H14OOsPS at a distorted geometry. Source: the OMol25 dataset; level of theory: ωB97M-V with the def2-TZVPD basis set.

Values from the calculation:
**Charge**: +1
**2S+1**: 5
**Energy relative to the best compared isomer or geometry (same formula, charge and spin)**: 0.509 eV
**DFT total energy**: -1180.0466 a.u.
**Frontier orbital gap (spin up / spin down)**: 6.0 / 7.3 eV
**Max |F|**: 6.805 eV/A
**⟨S²⟩**: 6.016

```
25
C7H14OOsPS, DFT ωB97M-V with the def2-TZVPD basis set
C 1.929 -1.030 -1.586
C 3.055 -0.158 -1.412
C 2.712 1.187 -1.838
C 1.262 1.273 -1.997
C 0.779 -0.173 -2.070
Os 1.460 0.476 -0.103
P 1.173 -1.254 1.427
H 1.964 -2.091 -1.200
H 3.981 -0.222 -0.858
H 3.379 2.082 -1.730
H -0.350 -0.361 -2.133
H 0.778 2.333 -1.915
H 0.510 -0.931 2.667
H 2.113 -2.363 1.726
H 0.143 -2.023 0.754
C -3.007 -0.377 -0.026
S -1.969 1.027 0.427
C -2.395 1.026 2.171
O -0.505 0.504 0.495
H -4.060 -0.061 0.110
H -2.758 -1.231 0.634
H -2.804 -0.680 -1.069
H -2.445 -0.024 2.526
H -1.583 1.521 2.725
H -3.360 1.549 2.278
```


Record 3
The molecule CH2FOPS at a distorted geometry. Source: the OMol25 dataset; level of theory: ωB97M-V with the def2-TZVPD basis set.

Values from the calculation:
**SMILES**: C=POSF
**Charge**: 0
**Energy relative to the best compared isomer or geometry (same formula, charge and spin)**: 3.216 eV
**DFT total energy**: -953.8395 a.u.
**Frontier orbital gap**: 8.1 eV
**Max |F|**: 4.787 eV/A

```
7
CH2FOPS, DFT ωB97M-V with the def2-TZVPD basis set
C 1.369 -0.387 0.162
P 0.222 -0.428 1.344
O -1.156 -0.580 0.625
S -1.274 0.348 -1.090
F -2.550 1.241 -0.558
H 2.356 -0.149 0.347
H 1.033 -0.045 -0.830
```


Record 4
A cluster of 2 separate species, C3H7Cl2OP in total at a distorted geometry. Source: the OMol25 dataset; level of theory: ωB97M-V with the def2-TZVPD basis set.

Values from the calculation:
**Charge**: 0
**2S+1**: 3
**DFT total energy**: -1455.2891 a.u.
**Frontier orbital gap (spin up / spin down)**: 4.3 / 4.7 eV
**Max |F|**: 8.992 eV/A
**⟨S²⟩**: 2.009

```
14
C3H7Cl2OP, DFT ωB97M-V with the def2-TZVPD basis set
C 1.158 0.967 1.274
C 1.783 -0.094 -0.916
C 1.275 -0.075 0.513
O -3.453 -0.814 0.618
P -2.012 -0.659 -0.174
Cl -2.537 -1.808 -1.742
Cl -1.955 1.178 -1.031
H 0.915 0.944 2.332
H 1.496 2.048 0.811
H -3.453 -0.462 1.466
H 0.933 -0.143 -1.801
H 2.512 -0.934 -1.012
H 2.219 0.853 -1.281
H 1.117 -0.998 0.944
```


Record 5
A cluster of 2 separate species, C4H12 in total at a distorted geometry. Source: the OMol25 dataset; level of theory: ωB97M-V with the def2-TZVPD basis set.

Values from the calculation:
**Charge**: -1
**2S+1**: 2
**Energy relative to the best compared isomer or geometry (same formula, charge and spin)**: 1.208 eV
**DFT total energy**: -159.4857 a.u.
**Frontier orbital gap (spin up / spin down)**: 2.8 / 11.9 eV
**Max |F|**: 2.744 eV/A
**⟨S²⟩**: 0.750

```
16
C4H12, DFT ωB97M-V with the def2-TZVPD basis set
C 2.105 1.708 1.201
C 0.810 2.469 1.096
H 1.948 0.529 1.157
H 2.666 2.061 0.313
H 2.873 1.869 1.989
H 0.769 3.440 1.528
H 0.140 1.973 1.862
H 0.509 2.602 0.059
C -1.821 -2.405 -0.557
C -1.206 -1.811 -1.754
H -2.737 -1.715 -0.378
H -2.196 -3.380 -0.641
H -0.933 -2.429 0.161
H -0.263 -2.326 -1.983
H -0.751 -0.815 -1.489
H -1.914 -1.769 -2.565
```


Record 6
A cluster of 10 separate species, C48H114N6O4 in total at a distorted geometry. Source: the OMol25 dataset; level of theory: ωB97M-V with the def2-TZVPD basis set.

Values from the calculation:
**SMILES**: CCN(CC)CC.CCN(CC)CC.CCN(CC)CC.CCN(CC)CC.CCN(CC)CC.CCN(CC)CC.CC(C)=O.CC(C)=O.CC(C)=O.CC(C)=O
**Charge**: 0
**Energy relative to the best compared isomer or geometry (same formula, charge and spin)**: 0.000 eV
**DFT total energy**: -2526.6498 a.u.
**Frontier orbital gap**: 8.7 eV
**Max |F|**: 1.988 eV/A

```
172
C48H114N6O4, DFT ωB97M-V with the def2-TZVPD basis set
C -8.622 -2.072 -3.362
C -7.382 -1.514 -2.654
N -6.259 -2.445 -2.733
C -5.771 -2.716 -4.063
C -5.235 -1.519 -4.876
C -5.170 -2.157 -1.805
C -5.587 -2.099 -0.346
H -8.636 -2.069 -4.445
H -9.480 -1.500 -2.989
H -8.843 -3.048 -2.923
H -7.057 -0.587 -3.149
H -7.677 -1.242 -1.646
H -5.033 -3.520 -4.086
H -6.613 -3.106 -4.648
H -4.996 -1.867 -5.882
H -5.975 -0.728 -4.978
H -4.314 -1.169 -4.407
H -4.668 -1.216 -2.081
H -4.441 -2.969 -1.878
H -4.728 -2.018 0.321
H -6.114 -3.017 -0.072
H -6.274 -1.279 -0.135
C -1.093 -1.187 3.533
C -2.040 -0.301 4.321
N -2.838 0.580 3.470
C -3.888 -0.143 2.752
C -4.538 0.712 1.666
C -3.346 1.722 4.247
C -4.220 1.338 5.440
H -0.502 -1.796 4.220
H -0.435 -0.619 2.876
H -1.604 -1.916 2.896
H -2.662 -0.861 5.032
H -1.410 0.339 4.946
H -3.456 -1.025 2.277
H -4.624 -0.534 3.468
H -3.784 1.115 0.991
H -5.171 0.105 1.014
H -5.166 1.484 2.103
H -3.966 2.344 3.603
H -2.572 2.350 4.699
H -4.687 2.239 5.847
H -3.716 0.850 6.276
H -5.026 0.664 5.138
C -1.093 -0.766 -5.096
C -1.497 -2.200 -5.356
N -0.808 -2.825 -6.478
C -1.521 -3.963 -7.025
C -2.782 -3.574 -7.815
C 0.576 -3.149 -6.174
C 1.386 -3.706 -7.343
H -1.600 -0.506 -4.164
H -1.367 -0.128 -5.932
H -0.028 -0.713 -4.884
H -1.280 -2.825 -4.463
H -2.567 -2.375 -5.481
H -0.938 -4.565 -7.716
H -1.865 -4.613 -6.203
H -2.582 -2.793 -8.551
H -3.224 -4.455 -8.276
H -3.540 -3.130 -7.164
H 0.575 -3.901 -5.361
H 1.128 -2.303 -5.762
H 1.165 -4.764 -7.484
H 2.447 -3.637 -7.102
H 1.174 -3.165 -8.265
C 5.049 -0.464 4.456
C 4.491 -1.264 3.276
N 5.468 -1.450 2.196
C 6.253 -2.645 2.482
C 7.601 -2.621 1.762
C 4.805 -1.590 0.894
C 4.299 -0.231 0.405
H 6.018 -0.857 4.754
H 4.337 -0.420 5.282
H 5.127 0.586 4.160
H 4.141 -2.249 3.608
H 3.587 -0.780 2.910
H 5.733 -3.590 2.247
H 6.464 -2.794 3.546
H 8.165 -3.522 2.005
H 8.159 -1.717 2.006
H 7.480 -2.552 0.679
H 5.510 -1.949 0.147
H 3.970 -2.302 0.953
H 5.172 0.381 0.182
H 3.713 -0.347 -0.507
H 3.636 0.224 1.139
C 1.248 1.903 3.280
C 2.644 2.323 3.742
N 2.701 3.721 4.173
C 2.763 4.577 2.978
C 2.313 6.013 3.279
C 3.958 3.948 4.909
C 3.896 3.350 6.311
H 0.895 2.556 2.484
H 0.530 1.908 4.100
H 1.311 0.859 2.959
H 2.881 1.693 4.605
H 3.442 2.073 3.024
H 3.721 4.548 2.449
H 2.008 4.259 2.252
H 1.397 6.094 3.861
H 3.058 6.555 3.873
H 2.250 6.578 2.349
H 4.152 5.008 5.081
H 4.818 3.556 4.349
H 4.761 3.656 6.905
H 4.004 2.259 6.302
H 2.960 3.572 6.817
C 0.612 6.404 0.122
C 1.586 5.687 -0.813
N 1.133 4.319 -1.081
C 0.170 4.290 -2.174
C -0.404 2.900 -2.470
C 2.275 3.461 -1.407
C 3.087 3.073 -0.176
H 0.592 5.893 1.084
H -0.399 6.432 -0.283
H 0.981 7.414 0.315
H 1.682 6.276 -1.738
H 2.568 5.670 -0.345
H -0.668 4.973 -2.015
H 0.624 4.705 -3.092
H -0.586 2.294 -1.588
H -1.348 3.091 -2.991
H 0.108 2.281 -3.208
H 2.950 3.886 -2.170
H 1.914 2.568 -1.920
H 3.461 3.949 0.351
H 3.983 2.560 -0.526
H 2.463 2.506 0.514
C 3.242 -4.461 -3.520
C 3.059 -3.333 -2.563
C 3.238 -1.937 -3.116
O 2.746 -3.535 -1.406
H 4.268 -4.456 -3.893
H 2.558 -4.269 -4.354
H 2.988 -5.421 -3.081
H 2.270 -1.465 -3.291
H 3.761 -2.061 -4.067
H 3.826 -1.287 -2.472
C 0.457 -4.465 4.004
C 1.251 -3.791 2.917
C 1.549 -4.610 1.677
O 1.694 -2.678 3.068
H 1.063 -5.171 4.574
H -0.441 -4.937 3.605
H 0.129 -3.736 4.748
H 2.392 -5.284 1.837
H 1.813 -3.992 0.822
H 0.657 -5.196 1.449
C -1.544 3.041 1.007
C -2.513 4.052 1.558
C -1.989 5.151 2.473
O -3.683 4.060 1.249
H -1.421 2.178 1.667
H -0.545 3.429 0.786
H -1.943 2.713 0.046
H -2.090 6.082 1.912
H -0.939 4.934 2.663
H -2.649 5.241 3.332
C 0.891 -1.192 0.098
C -0.218 -0.777 -0.830
C -1.582 -0.442 -0.287
O 0.029 -0.521 -1.994
H 0.768 -2.207 0.469
H 1.015 -0.453 0.891
H 1.816 -1.265 -0.470
H -1.686 -0.756 0.753
H -2.362 -0.860 -0.921
H -1.683 0.645 -0.276
```


Record 7
A cluster of 14 separate species, C29H58O28 in total at a distorted geometry. Source: the OMol25 dataset; level of theory: ωB97M-V with the def2-TZVPD basis set.

Values from the calculation:
**Charge**: 0
**Energy relative to the best compared isomer or geometry (same formula, charge and spin)**: 6.138 eV
**DFT total energy**: -3246.3761 a.u.
**Frontier orbital gap**: 9.0 eV
**Max |F|**: 6.178 eV/A

```
115
C29H58O28, DFT ωB97M-V with the def2-TZVPD basis set
C 18.280 -21.341 24.547
C 17.034 -21.879 25.321
O 16.223 -20.705 25.581
C 16.514 -19.843 24.532
O 15.906 -18.791 24.292
O 17.616 -20.295 23.849
H 18.543 -22.107 23.818
H 19.187 -21.196 25.134
H 17.600 -22.194 26.198
H 16.472 -22.705 24.885
C 16.812 -25.523 14.179
C 17.523 -25.082 12.928
O 18.615 -24.309 13.382
C 18.162 -23.738 14.531
O 18.798 -22.870 15.135
O 17.027 -24.324 14.961
H 17.243 -26.320 14.785
H 15.746 -25.564 13.956
H 17.025 -24.400 12.238
H 17.957 -26.003 12.540
C 17.926 -21.004 19.239
C 17.527 -20.418 17.876
O 18.631 -19.516 17.600
C 19.160 -19.125 18.818
O 19.924 -18.145 19.077
O 18.608 -19.923 19.822
H 18.416 -21.970 19.127
H 17.067 -21.041 19.909
H 16.601 -19.844 17.913
H 17.421 -21.135 17.061
C 16.023 -20.971 13.469
C 16.319 -19.926 14.446
O 17.305 -19.204 13.782
C 17.367 -19.526 12.527
O 18.099 -19.071 11.686
O 16.713 -20.570 12.300
H 14.947 -21.043 13.309
H 16.374 -21.927 13.857
H 16.620 -20.263 15.438
H 15.545 -19.166 14.551
C 19.300 -14.953 17.942
C 20.728 -15.188 17.498
O 20.655 -16.067 16.430
C 19.394 -16.526 16.290
O 18.944 -17.313 15.453
O 18.588 -15.952 17.222
H 18.943 -13.959 17.672
H 19.275 -15.206 19.002
H 21.243 -15.617 18.358
H 21.204 -14.248 17.221
C 14.957 -24.305 19.618
C 14.798 -25.728 20.125
O 14.924 -25.558 21.518
C 15.703 -24.480 21.776
O 16.289 -24.320 22.809
O 15.664 -23.696 20.647
H 13.929 -23.944 19.579
H 15.413 -24.255 18.629
H 15.559 -26.394 19.718
H 13.853 -26.143 19.774
C 23.792 -22.384 16.785
C 22.597 -23.215 17.295
O 23.097 -23.508 18.696
C 24.426 -23.349 18.743
O 25.210 -23.557 19.684
O 24.862 -22.860 17.523
H 23.678 -21.361 17.144
H 23.936 -22.298 15.708
H 22.573 -24.094 16.650
H 21.838 -22.433 17.284
O 21.700 -21.570 22.724
H 21.218 -21.517 21.898
H 22.174 -22.400 22.673
O 14.355 -18.731 17.685
H 13.686 -18.058 17.559
H 15.041 -18.507 17.057
O 16.107 -17.336 16.197
H 16.135 -16.435 15.875
H 17.025 -17.568 16.339
C 16.507 -16.473 20.112
C 16.596 -16.924 21.607
O 17.923 -17.183 21.954
H 16.980 -15.538 19.811
H 15.494 -16.237 19.788
H 16.862 -17.250 19.435
H 15.898 -17.757 21.704
H 16.155 -16.186 22.277
H 18.358 -17.744 21.307
C 21.954 -17.921 23.994
C 21.052 -17.639 22.846
O 20.633 -16.263 22.979
H 23.008 -17.786 23.754
H 21.954 -18.992 24.199
H 21.767 -17.355 24.906
H 20.109 -18.185 22.815
H 21.517 -17.944 21.908
H 19.694 -16.122 23.118
C 13.391 -20.356 21.946
C 12.985 -19.127 21.269
O 12.561 -19.448 20.010
H 12.750 -21.190 22.231
H 13.952 -20.027 22.821
H 14.177 -20.864 21.386
H 13.911 -18.555 21.205
H 12.327 -18.464 21.831
H 13.330 -19.696 19.492
C 13.938 -22.338 16.044
C 13.154 -22.334 17.411
O 13.903 -21.441 18.258
H 13.811 -21.480 15.383
H 13.534 -23.129 15.412
H 14.943 -22.759 16.044
H 12.892 -23.335 17.754
H 12.175 -21.862 17.322
H 13.759 -20.534 17.977
```


Question: Look up the DFT total energy of the first one.
Answer: -6829.1192 a.u.